[1]
Entry from OMol25: a cluster of 8 separate species, C40H111N15O9P4 in total at a distorted geometry (ωB97M-V/def2-TZVPD).

HOMO in eV: -8.33
SMILES: CN(C)P(=O)(N(C)C)N(C)C.CN(C)P(=O)(N(C)C)N(C)C.CN(C)P(=O)(N(C)C)N(C)C.CN(C)P(=O)(N(C)C)N(C)C.COC[C@H](C)N.COC[C@H](C)N.COC[C@H](C)N.O=C1CCCO1
LUMO in hartree: 0.018
Kohn-Sham gap in eV: 8.8
Calculated total energy in eV: -121213.395

The geometry in ORCA input format:
```
! RIJCOSX wB97M-V def2-TZVPD def2/J DEFGRID3
* xyz 0 1
C -8.1377 4.6230 -3.5632
N -8.7208 3.6167 -2.6717
C -10.1046 3.7345 -2.4668
P -7.7499 2.3592 -2.0124
O -6.3872 2.3624 -2.5459
N -7.8790 2.4909 -0.2939
C -6.8632 3.3945 0.3719
C -9.1254 2.2962 0.5524
N -8.6634 0.9073 -2.4534
C -9.0842 0.6216 -3.8095
C -8.1116 -0.3404 -1.8866
H -7.0520 4.6007 -3.4691
H -8.4600 5.6218 -3.2686
H -8.4382 4.5763 -4.6099
H -10.5091 4.6473 -2.9041
H -10.4083 3.8231 -1.4237
H -10.6276 2.9106 -2.9524
H -7.1169 4.4272 0.1326
H -6.8595 3.2244 1.4485
H -5.8384 3.2549 0.0278
H -8.9252 1.8689 1.5350
H -9.6848 3.2228 0.6815
H -9.8877 1.6539 0.1115
H -8.3370 0.6669 -4.6018
H -9.5235 -0.3689 -3.9278
H -9.8980 1.2602 -4.1531
H -8.6995 -1.2582 -1.8944
H -7.9332 -0.3280 -0.8113
H -7.2041 -0.6233 -2.4200
C 1.0744 8.2115 6.7433
N 1.9391 7.0704 6.3384
C 1.7210 5.8061 7.0280
P 2.6516 7.0209 4.7954
O 1.7426 6.5521 3.6687
N 3.2304 8.5694 4.5131
C 3.0336 9.2238 3.1802
C 4.2191 9.3556 5.4088
N 4.0549 6.0273 5.0075
C 5.0537 6.2760 6.0542
C 4.6361 5.4164 3.8303
H 0.7709 8.2486 7.7896
H 0.2543 8.5100 6.0904
H 1.7510 9.0597 6.6387
H 1.5727 5.9552 8.0975
H 2.6485 5.2352 7.0720
H 0.9047 5.2631 6.5517
H 2.0153 9.5610 2.9864
H 3.7531 9.9935 2.9011
H 3.3135 8.4788 2.4353
H 4.1741 9.1330 6.4748
H 5.2290 9.1861 5.0354
H 3.9424 10.4074 5.3366
H 5.7381 5.4318 6.1373
H 5.6936 7.0389 5.6109
H 4.5769 6.5707 6.9890
H 5.2580 6.1988 3.3954
H 3.9070 5.1493 3.0653
H 5.1743 4.5054 4.0921
C 5.6443 -10.0758 7.3261
N 7.1287 -10.1172 7.5256
C 7.6304 -11.5064 7.3586
P 8.0966 -8.7690 7.1817
O 8.0176 -8.3430 5.7717
N 7.5405 -7.5775 8.2750
C 7.9961 -6.1508 8.0847
C 6.8039 -7.7883 9.5349
N 9.6159 -9.1906 7.8397
C 10.8253 -8.8371 7.1931
C 9.7344 -9.5566 9.3222
H 5.2445 -9.0703 7.4572
H 5.2446 -10.6612 8.1541
H 5.3814 -10.6308 6.4255
H 6.9734 -12.1370 7.9576
H 8.6689 -11.5875 7.6798
H 7.4637 -11.8382 6.3337
H 7.8464 -6.0191 7.0131
H 7.3421 -5.4100 8.5447
H 9.0193 -5.9726 8.4155
H 6.0523 -7.0165 9.7010
H 6.4443 -8.8159 9.5877
H 7.4522 -7.8067 10.4110
H 11.0266 -7.7734 7.3201
H 11.6925 -9.4265 7.4911
H 10.7209 -9.1455 6.1529
H 8.7918 -9.9384 9.7144
H 10.1666 -8.7280 9.8831
H 10.5508 -10.2764 9.3814
C -3.1278 1.9134 -9.6781
N -2.0094 0.9733 -9.5563
C -2.4041 -0.2387 -8.9128
P -0.7567 1.0886 -10.6621
O -0.6040 2.4288 -11.3108
N 0.6164 0.6433 -9.7401
C 1.9462 0.6989 -10.4732
C 0.7955 1.1052 -8.3112
N -0.9774 -0.2192 -11.7839
C -0.5391 -1.5519 -11.4983
C -1.4073 0.0031 -13.1594
H -2.7661 2.9028 -9.9581
H -3.5731 1.9677 -8.6848
H -3.7748 1.5690 -10.4849
H -1.5076 -0.7460 -8.5564
H -3.0635 -0.8508 -9.5281
H -2.9825 -0.0477 -8.0089
H 2.3315 1.7075 -10.6228
H 2.6968 0.3144 -9.7826
H 1.9402 0.1332 -11.4049
H -0.1438 1.3128 -7.7986
H 1.1609 0.2111 -7.8061
H 1.4779 1.9438 -8.1727
H -0.1148 -1.9617 -12.4149
H 0.4343 -1.5793 -11.0086
H -1.2043 -2.2027 -10.9308
H -2.2494 -0.6570 -13.3672
H -0.5842 -0.2694 -13.8200
H -1.7252 1.0447 -13.2061
C 1.5565 -2.0406 3.9153
O 0.9556 -1.7177 2.7205
C 1.2320 -0.4654 2.1293
C 0.0086 0.0018 1.3067
C -0.3438 -0.9210 0.1306
N 0.2437 1.3120 0.7604
H 1.5185 -1.2285 4.6413
H 2.5524 -2.4358 3.7152
H 1.1045 -2.9120 4.3890
H 1.3409 0.3527 2.8413
H 2.0855 -0.5544 1.4572
H -0.8439 0.1433 1.9710
H -0.6017 -1.9017 0.5304
H 0.5003 -0.9509 -0.5585
H -1.2141 -0.5328 -0.3985
H 0.1731 1.9286 1.5573
H -0.5467 1.4763 0.1534
C 2.0256 7.2278 -5.2177
O 2.6120 7.9868 -6.2651
C 1.8216 8.0571 -7.4886
C 2.7498 8.4326 -8.6228
C 3.4854 9.7477 -8.5438
N 1.9670 8.1985 -9.8129
H 1.9895 6.1857 -5.5353
H 1.0130 7.4638 -4.8905
H 2.7188 7.3497 -4.3854
H 1.2302 7.1633 -7.6871
H 1.0461 8.8228 -7.4653
H 3.6020 7.7536 -8.6494
H 3.8784 9.9908 -9.5310
H 4.3492 9.6042 -7.8947
H 2.8957 10.5730 -8.1447
H 2.6031 8.1980 -10.5974
H 1.5561 7.2794 -9.7318
C -7.0636 -3.5548 3.9861
O -8.1703 -2.9652 4.6310
C -9.0523 -3.8870 5.3224
C -9.8080 -4.9308 4.3696
C -10.9960 -4.4503 3.5480
N -10.2289 -6.0588 5.1915
H -7.3540 -4.0514 3.0603
H -6.5331 -4.3725 4.4740
H -6.2508 -2.8868 3.7009
H -8.4301 -4.5076 5.9673
H -9.7608 -3.3086 5.9153
H -9.0831 -5.4140 3.7145
H -11.5042 -5.2489 3.0075
H -10.7354 -3.6737 2.8288
H -11.7196 -3.9006 4.1499
H -10.4263 -6.8815 4.6398
H -9.4568 -6.2893 5.8005
O 5.8430 -7.9812 -1.9563
C 4.8378 -7.6234 -1.4108
C 4.1388 -8.2258 -0.2071
C 2.9208 -7.3999 -0.1779
C 3.2494 -6.0770 -0.8960
O 4.1899 -6.5151 -1.8190
H 3.8479 -9.2709 -0.3131
H 4.7634 -8.0996 0.6772
H 2.1308 -7.9187 -0.7209
H 2.5585 -7.1979 0.8301
H 2.2848 -5.7165 -1.2534
H 3.7377 -5.3551 -0.2414
*
```

Here are the Löwdin charges for atoms 1 to 99, given in e: -0.1109 -0.3083 -0.1472 0.6096 -0.2846 -0.2791 -0.0982 -0.1113 -0.2796 -0.1476 -0.1502 0.0705 0.0741 0.0778 0.0850 0.0680 0.0664 0.0728 0.0743 0.0698 0.0732 0.0612 0.0683 0.0829 0.0797 0.0613 0.0735 0.0690 0.0798 -0.0941 -0.3044 -0.1251 0.5817 -0.3234 -0.2833 -0.1074 -0.0842 -0.3285 -0.1171 -0.1264 0.0813 0.0784 0.0492 0.0784 0.0619 0.0849 0.0773 0.0749 0.0665 0.0658 0.0667 0.0727 0.0794 0.0612 0.0757 0.0790 0.0768 0.0819 -0.0983 -0.3187 -0.0996 0.5464 -0.2893 -0.2956 -0.0873 -0.1327 -0.3200 -0.1497 -0.0724 0.0779 0.0713 0.0794 0.0746 0.0694 0.0791 0.0679 0.0722 0.0708 0.0780 0.0579 0.0647 0.0794 0.0800 0.0822 0.0679 0.0736 0.0707 -0.0980 -0.3393 -0.1407 0.5849 -0.3080 -0.2912 -0.1029 -0.0997 -0.3102 -0.1524 -0.1062 0.0731

***

[2]
Entry from OMol25: a cluster of 13 separate species, C40H111N5O23 in total at a distorted geometry (ωB97M-V/def2-TZVPD).

HOMO in eV: -8.81
LUMO in hartree: 0.003
Kohn-Sham gap in eV: 8.9
Calculated total energy in eV: -97809.032

The geometry in ORCA input format:
```
! RIJCOSX wB97M-V def2-TZVPD def2/J DEFGRID3
* xyz 0 1
C -0.7354 -1.4430 6.5602
C 0.5312 -2.2735 6.6513
C 0.4771 -3.7409 6.2223
O -0.6047 -4.2990 7.0444
C -0.7912 -5.6706 6.8621
N 1.6239 -1.4944 6.0228
H -1.1220 -1.3149 5.5492
H -0.5954 -0.5490 7.1679
H -1.5212 -1.8747 7.1801
H 0.8601 -2.2317 7.6897
H 1.4519 -4.1475 6.4919
H 0.3769 -4.0173 5.1727
H 0.0754 -6.2867 7.1017
H -1.1157 -5.9090 5.8492
H -1.5996 -5.8531 7.5702
H 2.5114 -1.9230 6.2438
H 1.7496 -0.6913 6.6222
C -4.1702 6.2485 1.8873
C -3.8059 4.7613 1.6533
C -5.0141 3.9209 2.0346
O -5.4385 4.0624 3.3657
C -6.6823 3.3759 3.5647
N -3.3477 4.5031 0.3370
H -4.9060 6.6922 1.2166
H -3.2469 6.8278 1.8927
H -4.5285 6.4928 2.8873
H -2.9611 4.4725 2.2786
H -4.7710 2.8610 1.9594
H -5.7698 4.2373 1.3156
H -6.5198 2.3136 3.7468
H -7.3854 3.4386 2.7341
H -7.1890 3.9693 4.3257
H -4.0764 4.6951 -0.3355
H -2.6488 5.2118 0.1654
C 2.8864 5.1625 -2.6991
C 2.3799 6.1395 -3.8260
C 2.1580 7.5614 -3.2631
O 0.9510 7.6935 -2.4828
C 1.0492 8.8941 -1.7254
N 3.3439 6.0878 -4.8732
H 2.1706 5.2053 -1.8782
H 3.8718 5.4757 -2.3543
H 2.9500 4.1118 -2.9821
H 1.5175 5.6588 -4.2879
H 2.1572 8.2506 -4.1076
H 3.0519 7.7862 -2.6812
H 1.4269 9.6678 -2.3938
H 1.6496 8.8642 -0.8161
H 0.0578 9.2635 -1.4633
H 4.2495 6.0405 -4.4284
H 3.2539 5.1754 -5.2969
C 5.7492 -1.1740 -7.2590
C 4.4253 -0.7464 -7.8082
O 4.3283 0.6543 -7.9662
O 6.8585 -1.1617 -8.1785
H 5.6543 -2.1609 -6.8060
H 5.9623 -0.5231 -6.4110
H 3.5934 -1.0549 -7.1751
H 4.3800 -1.1898 -8.8029
H 3.9090 0.9045 -8.7928
H 7.6192 -1.4295 -7.6577
C 8.2551 1.0198 4.4256
C 8.4206 1.0157 2.9335
O 7.2198 1.2378 2.2456
O 7.5597 -0.1191 4.8344
H 7.7354 1.8469 4.9092
H 9.2650 1.0066 4.8356
H 8.8512 0.0604 2.6332
H 9.1352 1.8142 2.7337
H 6.4912 0.6586 2.4808
H 8.1865 -0.8432 4.7687
C -0.0391 -0.8227 -1.1234
C 0.1624 -0.5347 0.4003
O 1.3551 -1.0733 0.8921
O -1.1798 -0.1390 -1.5715
H -0.1676 -1.8853 -1.3294
H 0.8559 -0.4183 -1.5963
H -0.7122 -1.0137 0.8403
H 0.0994 0.5459 0.5289
H 1.3725 -0.8764 1.8315
H -1.0615 0.7756 -1.3050
C 7.8633 -3.8740 -2.2520
C 7.0658 -2.6988 -1.7349
O 7.8306 -1.5236 -1.9946
O 9.0805 -4.1426 -1.5638
H 8.0883 -3.7814 -3.3145
H 7.1171 -4.6660 -2.3153
H 6.9608 -2.8396 -0.6592
H 6.0324 -2.5683 -2.0562
H 7.5131 -0.9111 -1.3271
H 9.5487 -3.3050 -1.5344
C -8.4847 0.2369 -4.1016
C -8.0406 -0.2701 -2.6838
O -8.7957 0.0964 -1.5612
O -8.2458 1.6403 -4.2782
H -9.5124 -0.1041 -4.2264
H -7.9087 -0.2965 -4.8578
H -7.0208 0.0693 -2.5021
H -8.0498 -1.3593 -2.6445
H -9.0933 1.0088 -1.5372
H -9.0156 2.1497 -4.0147
C -1.7161 -1.5966 -9.9116
C -2.3063 -1.2524 -8.5696
O -1.6993 -2.0217 -7.5000
O -2.1458 -2.9139 -10.3368
H -0.6375 -1.6003 -9.7543
H -1.9242 -0.8185 -10.6461
H -3.3815 -1.4267 -8.5271
H -2.2397 -0.1802 -8.3852
H -2.0252 -1.5760 -6.7147
H -1.7473 -3.6018 -9.7985
C -4.4514 6.8250 -5.0853
C -3.7205 5.8259 -5.8722
O -4.5441 5.2880 -6.8854
O -5.3992 6.2533 -4.2139
H -4.8676 7.5563 -5.7782
H -3.8327 7.4678 -4.4591
H -3.2399 5.0366 -5.2943
H -2.8836 6.3710 -6.3087
H -5.1508 4.7505 -6.3709
H -6.2342 6.4466 -4.6464
C 1.9817 -6.8135 -7.6576
C 1.6131 -6.9576 -6.1925
O 1.4326 -5.7327 -5.6389
O 0.7969 -6.8488 -8.4458
H 2.5992 -7.5930 -8.1039
H 2.4150 -5.8528 -7.9358
H 2.4734 -7.5267 -5.8402
H 0.8163 -7.6727 -5.9881
H 0.7271 -5.3907 -6.1928
H 0.2083 -7.5046 -8.0648
C -1.5818 -13.1255 3.1104
O -2.8743 -12.8099 3.6058
C -3.8913 -13.4177 2.8243
C -5.1585 -12.6267 3.2178
N -5.0693 -11.2177 2.9544
C -5.9625 -10.4174 3.7966
C -6.0542 -8.9265 3.3330
O -4.8266 -8.2103 3.7058
C -4.7828 -6.8480 3.3238
H -1.4056 -14.1959 3.0045
H -0.7967 -12.7538 3.7688
H -1.4106 -12.6383 2.1504
H -4.0549 -14.4514 3.1293
H -3.7229 -13.3072 1.7531
H -5.3110 -12.7530 4.2897
H -6.0390 -13.1252 2.8123
H -4.1014 -11.0715 3.2034
H -5.7266 -10.4964 4.8578
H -6.9952 -10.7654 3.7744
H -6.9174 -8.4011 3.7415
H -6.1478 -8.8333 2.2510
H -3.8552 -6.3140 3.5298
H -5.4866 -6.2141 3.8632
H -4.9399 -6.7454 2.2500
C 5.9447 8.7666 3.3237
O 4.6638 8.2050 3.7288
C 4.6830 6.7946 3.8605
C 3.2404 6.3544 4.0453
N 2.8325 6.6774 5.4971
C 1.5008 6.3632 5.8305
C 1.2351 6.4345 7.3474
O 1.4983 7.7334 7.8627
C 0.9608 8.1319 9.0800
H 6.3173 8.4581 2.3469
H 6.6505 8.5063 4.1125
H 5.9713 9.8502 3.2087
H 5.3634 6.4378 4.6337
H 5.0233 6.4556 2.8820
H 3.1902 5.2917 3.8082
H 2.6488 6.9444 3.3454
H 2.8313 7.6855 5.5595
H 1.1840 5.4064 5.4154
H 0.7719 6.9999 5.3291
H 1.8081 5.7324 7.9531
H 0.1908 6.1958 7.5488
H 1.1603 9.1228 9.4880
H 1.1957 7.4108 9.8629
H -0.1241 8.1293 8.9751
*
```

Here are the Löwdin charges for atoms 1 to 99, given in e: -0.0634 -0.4399 -0.1521 -0.2003 -0.1304 0.0128 0.0833 0.0754 0.0715 0.1302 0.1145 0.1240 0.0848 0.0820 0.0920 0.0586 0.0612 -0.0597 -0.4637 -0.2384 -0.1825 -0.0969 0.0360 0.0784 0.0681 0.0688 0.1384 0.1286 0.1234 0.0881 0.0781 0.0886 0.0738 0.0730 -0.0639 -0.4349 -0.1941 -0.1763 -0.1219 0.0172 0.0676 0.0711 0.0696 0.1365 0.1193 0.1199 0.0801 0.0865 0.0834 0.0650 0.0749 -0.2522 -0.2580 -0.0644 -0.0607 0.1143 0.1171 0.1201 0.1224 0.0836 0.0780 -0.2782 -0.2642 -0.0556 -0.0610 0.1285 0.1151 0.1183 0.1223 0.0875 0.0875 -0.2511 -0.2683 -0.0550 -0.0665 0.1237 0.1128 0.1176 0.1149 0.0863 0.0802 -0.2617 -0.2495 -0.0687 -0.0474 0.1138 0.1172 0.1169 0.1188 0.0809 0.0792 -0.2213 -0.2533 -0.0681 -0.0677 0.1127 0.1123 0.1112 0.1165

***

These records have molar mass values of 1070.32 1030.34 Da, in the order they appear.